ORCA calculation (ωB97M-V/def2-TZVPD) on 12 unconnected molecules or ions with the total composition C50H84BBrF5N3O36.

Results
F_max = 1.99 eV/Å
HOMO energy = -9.8867 eV
SMILES string = [H]/N=C\CN1C(=O)c2c([C@H](Br)CC)cc(C(F)(F)C(F)(F)F)c(B(O)N(C)C)c2C1=O.COC(=O)OC.COC(=O)OC.COC(=O)OC.COC(=O)OC.COC(=O)OC.COC(=O)OC.COC(=O)OC.COC(=O)OC.COC(=O)OC.COC(=O)OC.COC(=O)OC

Geometry (Å):
C1 3.418 -3.110 0.668
C2 2.075 -3.391 -0.016
C3 1.824 -2.495 -1.225
Br1 -0.036 -2.568 -1.770
C4 2.203 -1.056 -0.950
C5 3.327 -0.516 -1.584
C6 3.748 0.806 -1.387
C7 4.994 1.329 -2.066
F1 4.774 2.538 -2.619
F2 5.983 1.436 -1.144
C8 5.590 0.446 -3.198
F3 4.668 0.158 -4.116
F4 6.539 1.156 -3.817
F5 6.138 -0.664 -2.731
C9 3.036 1.660 -0.523
B1 3.384 3.180 -0.185
O1 4.480 3.436 0.608
N1 2.541 4.252 -0.622
C10 2.296 4.252 -2.076
C11 3.111 5.568 -0.268
C12 1.918 1.095 0.076
C13 1.492 -0.217 -0.095
C14 0.271 -0.427 0.753
O2 -0.198 -1.428 1.167
N2 -0.240 0.910 1.009
C15 -1.190 1.204 -0.101
C16 -2.240 2.202 0.305
N3 -2.592 2.478 1.482
C17 0.942 1.730 1.012
O3 1.060 2.677 1.720
H1 4.253 -3.129 -0.030
H2 3.586 -3.925 1.369
H3 3.393 -2.196 1.254
H4 1.303 -3.233 0.730
H5 2.069 -4.437 -0.307
H6 2.458 -2.838 -2.036
H7 3.865 -1.182 -2.238
H8 4.555 2.734 1.265
H9 1.620 5.065 -2.335
H10 1.847 3.315 -2.393
H11 3.213 4.437 -2.635
H12 2.444 6.341 -0.650
H13 3.154 5.693 0.807
H14 4.090 5.731 -0.717
H15 -0.646 1.564 -0.980
H16 -1.677 0.274 -0.392
H17 -2.753 2.697 -0.517
H18 -2.023 1.933 2.138
C18 -2.814 -1.210 2.383
O4 -3.362 -2.487 2.732
C19 -4.499 -2.783 2.106
O5 -5.061 -2.089 1.298
O6 -4.899 -3.987 2.513
C20 -6.112 -4.441 1.905
H19 -1.894 -1.105 2.942
H20 -2.599 -1.176 1.323
H21 -3.500 -0.409 2.659
H22 -5.994 -4.524 0.825
H23 -6.934 -3.768 2.140
H24 -6.324 -5.422 2.318
C21 -0.261 5.444 1.264
O7 -0.170 6.872 1.210
C22 -0.901 7.500 2.130
O8 -1.595 6.975 2.960
O9 -0.730 8.813 1.971
C23 -1.462 9.615 2.901
H25 0.380 5.057 0.476
H26 0.096 5.071 2.221
H27 -1.286 5.115 1.092
H28 -1.150 9.402 3.921
H29 -2.532 9.446 2.795
H30 -1.233 10.648 2.660
C24 -0.489 -4.163 4.404
O10 0.142 -5.342 4.922
C25 1.001 -5.916 4.086
O11 1.275 -5.530 2.980
O12 1.506 -6.996 4.687
C26 2.453 -7.721 3.900
H31 -1.156 -3.806 5.183
H32 0.253 -3.398 4.182
H33 -1.068 -4.395 3.512
H34 3.313 -7.098 3.663
H35 1.992 -8.091 2.987
H36 2.775 -8.563 4.509
C27 -0.437 3.550 4.384
O13 -1.251 2.885 5.360
C28 -0.579 2.079 6.173
O14 0.607 1.871 6.149
O15 -1.446 1.527 7.026
C29 -0.853 0.628 7.963
H37 -1.107 4.165 3.789
H38 0.300 4.186 4.869
H39 0.052 2.828 3.741
H40 -0.125 1.145 8.585
H41 -0.380 -0.207 7.450
H42 -1.663 0.258 8.586
C30 5.174 -8.966 10.649
O16 4.067 -9.179 9.773
C31 3.705 -8.100 9.076
O17 4.227 -7.017 9.137
O18 2.673 -8.430 8.305
C32 2.174 -7.358 7.493
H43 5.359 -9.914 11.146
H44 6.059 -8.673 10.087
H45 4.936 -8.207 11.392
H46 2.944 -7.004 6.813
H47 1.820 -6.540 8.119
H48 1.344 -7.754 6.925
C33 -4.268 -8.236 -3.711
O19 -4.662 -6.886 -3.462
C34 -3.906 -6.254 -2.563
O20 -2.964 -6.724 -1.981
O21 -4.376 -5.016 -2.423
C35 -3.655 -4.217 -1.480
H49 -4.960 -8.625 -4.453
H50 -3.255 -8.274 -4.106
H51 -4.338 -8.831 -2.803
H52 -2.615 -4.101 -1.784
H53 -3.702 -4.657 -0.485
H54 -4.140 -3.244 -1.463
C36 11.402 -1.827 -7.623
O22 10.976 -0.755 -6.780
C37 10.283 -1.143 -5.710
O23 10.005 -2.278 -5.424
O24 9.950 -0.057 -5.014
C38 9.197 -0.330 -3.830
H55 11.948 -1.372 -8.444
H56 12.059 -2.504 -7.082
H57 10.544 -2.370 -8.015
H58 9.774 -0.947 -3.143
H59 8.261 -0.819 -4.078
H60 8.993 0.629 -3.365
C39 -2.011 0.748 -5.027
O25 -0.893 1.282 -5.745
C40 0.142 1.610 -4.981
O26 0.201 1.493 -3.783
O27 1.100 2.103 -5.768
C41 2.283 2.512 -5.079
H61 -2.772 0.526 -5.769
H62 -1.730 -0.167 -4.509
H63 -2.395 1.483 -4.322
H64 2.738 1.669 -4.563
H65 2.059 3.308 -4.373
H66 2.967 2.883 -5.837
C42 -1.281 5.081 -6.519
O28 -1.508 6.062 -5.502
C43 -2.207 5.616 -4.461
O29 -2.632 4.498 -4.325
O30 -2.352 6.617 -3.589
C44 -3.092 6.256 -2.417
H67 -0.701 5.560 -7.302
H68 -0.717 4.240 -6.122
H69 -2.223 4.733 -6.938
H70 -2.583 5.464 -1.870
H71 -4.100 5.944 -2.680
H72 -3.140 7.148 -1.799
C45 -10.879 -6.919 4.539
O31 -11.426 -7.110 3.232
C46 -10.522 -7.105 2.254
O32 -9.336 -6.957 2.391
O33 -11.158 -7.290 1.099
C47 -10.302 -7.306 -0.046
H73 -11.718 -6.945 5.228
H74 -10.182 -7.718 4.784
H75 -10.382 -5.953 4.610
H76 -9.583 -8.119 0.022
H77 -9.783 -6.355 -0.151
H78 -10.946 -7.463 -0.907
C48 -0.799 9.097 -4.132
O34 -1.685 10.180 -4.445
C49 -1.503 10.703 -5.652
O35 -0.686 10.351 -6.464
O36 -2.385 11.692 -5.815
C50 -2.301 12.348 -7.081
H79 -1.051 8.767 -3.132
H80 -0.935 8.281 -4.827
H81 0.236 9.439 -4.146
H82 -2.497 11.648 -7.891
H83 -1.323 12.807 -7.212
H84 -3.065 13.119 -7.077

Atomic forces in eV per Å
C -0.23 -0.57 0.03
C 0.29 0.13 0.41
C 0.63 0.39 0.66
Br -0.05 -0.24 -0.48
C -0.19 0.01 0.01
C -0.28 0.20 0.29
C -0.52 -0.31 0.23
C -0.08 -0.95 0.17
F -0.01 0.31 0.12
F 0.15 0.32 0.00
C 0.06 1.04 -0.24
F -0.20 -0.33 -0.03
F 0.11 -0.04 0.05
F -0.09 -0.37 0.11
C -0.01 0.01 -0.20
B -0.30 0.04 0.28
O -0.72 -0.07 0.35
N 1.76 0.21 -0.91
C -0.58 0.04 0.35
C -0.78 0.20 0.02
C -0.10 -0.13 0.19
C 0.81 -0.22 -0.31
C 0.75 1.08 -0.70
O -0.25 -0.76 0.27
N -0.43 -1.00 0.20
C 0.25 0.53 0.28
C -0.19 0.00 0.13
N 0.13 0.00 0.06
C -0.39 -0.15 -0.49
O 0.40 0.72 0.03
H 0.11 0.26 -0.06
H 0.07 -0.03 0.13
H 0.17 0.24 -0.15
H -0.26 -0.13 -0.04
H -0.28 -0.06 -0.20
H -0.30 -0.10 -0.34
H 0.11 0.03 -0.15
H 0.55 -0.04 -0.13
H -0.24 0.01 0.05
H 0.00 -0.13 0.04
H 0.16 -0.09 -0.10
H -0.08 0.07 0.00
H 0.20 -0.09 0.14
H 0.16 -0.05 0.08
H -0.01 0.00 -0.14
H -0.06 -0.11 -0.03
H -0.05 0.01 -0.15
H 0.00 0.09 0.06
C -0.24 0.25 0.24
O 0.00 0.01 0.09
C 0.08 -0.09 -0.05
O -0.01 0.01 -0.03
O 0.00 -0.01 0.02
C -0.19 -0.19 -0.02
H 0.06 -0.12 0.04
H -0.06 0.02 -0.09
H -0.08 -0.07 -0.08
H -0.02 0.11 -0.01
H 0.03 0.07 -0.08
H 0.11 0.01 0.08
C 0.04 -0.24 -0.12
O 0.00 0.06 -0.08
C 0.07 0.00 -0.05
O -0.01 -0.02 0.04
O 0.00 0.03 -0.03
C -0.05 0.19 0.07
H 0.07 0.13 0.00
H -0.05 0.06 -0.04
H -0.04 0.02 0.15
H -0.06 -0.08 0.01
H 0.00 -0.08 0.06
H 0.07 -0.04 -0.09
C -0.15 0.15 0.00
O 0.02 -0.01 0.03
C -0.15 0.06 0.09
O 0.13 0.00 -0.11
O -0.04 0.05 -0.25
C 0.12 -0.17 0.01
H 0.02 -0.10 0.06
H 0.03 -0.05 -0.08
H 0.07 0.01 -0.04
H -0.05 0.04 -0.07
H 0.01 0.08 -0.05
H -0.07 0.04 0.08
C -0.13 0.17 -0.09
O -0.01 0.02 0.04
C -0.06 0.02 -0.06
O 0.03 -0.02 0.01
O -0.03 -0.02 0.02
C -0.04 -0.11 0.14
H -0.14 -0.05 0.15
H 0.05 -0.07 0.03
H 0.10 -0.06 0.06
H 0.07 -0.01 -0.06
H 0.08 0.05 -0.01
H -0.07 0.06 -0.06
C 0.12 -0.08 0.13
O -0.01 -0.03 0.00
C -0.04 -0.04 -0.01
O 0.02 0.02 0.01
O -0.02 0.00 0.00
C -0.10 0.03 0.16
H -0.09 -0.05 -0.06
H -0.03 0.09 0.00
H 0.02 0.07 -0.06
H 0.06 0.06 0.06
H 0.12 0.04 0.00
H -0.01 -0.18 0.03
C -0.04 -0.16 -0.10
O -0.03 0.00 -0.02
C -0.04 0.04 -0.02
O 0.02 -0.02 0.01
O -0.02 0.01 -0.01
C 0.04 0.26 0.15
H -0.05 0.10 0.00
H 0.04 0.00 0.09
H 0.09 0.03 0.03
H -0.01 -0.13 0.03
H 0.08 -0.07 -0.03
H -0.09 -0.06 -0.07
C 0.10 -0.06 -0.17
O 0.01 0.03 -0.01
C 0.01 0.04 -0.02
O -0.01 -0.02 0.00
O 0.01 0.05 0.01
C 0.08 0.03 0.20
H -0.02 0.11 0.05
H -0.07 -0.05 0.04
H -0.01 -0.05 0.08
H -0.03 -0.09 -0.06
H 0.03 -0.13 -0.03
H 0.07 0.08 -0.11
C -0.23 -0.06 0.05
O 0.02 -0.02 -0.01
C -0.07 0.07 -0.16
O 0.14 0.02 0.19
O -0.07 -0.03 0.01
C 0.16 0.11 -0.03
H 0.07 0.04 -0.09
H 0.05 0.04 0.05
H 0.06 0.01 0.03
H -0.07 0.02 0.07
H -0.01 -0.10 -0.10
H -0.06 -0.04 -0.08
C 0.13 -0.16 -0.26
O -0.02 0.04 0.01
C 0.01 0.06 0.06
O 0.01 -0.07 0.02
O -0.10 -0.33 -0.06
C -0.08 0.14 0.22
H 0.00 0.18 0.11
H -0.08 -0.05 0.02
H -0.04 -0.05 0.11
H -0.02 -0.06 -0.05
H 0.03 -0.09 -0.03
H 0.07 0.05 -0.08
C -0.03 0.02 0.20
O -0.03 0.00 0.00
C -0.06 -0.01 -0.01
O 0.06 0.03 0.00
O -0.02 -0.01 -0.01
C 0.02 -0.02 -0.20
H -0.07 -0.02 -0.09
H 0.07 0.04 -0.05
H 0.08 -0.03 -0.04
H 0.06 0.05 0.06
H 0.06 -0.02 0.06
H -0.09 0.00 0.07
C 0.30 0.13 0.12
O -0.01 0.00 0.07
C -0.04 -0.01 0.03
O 0.01 0.00 -0.02
O -0.02 0.01 0.01
C -0.07 0.14 -0.11
H -0.13 0.09 0.03
H 0.04 -0.03 -0.13
H -0.02 0.03 -0.10
H 0.09 -0.03 0.00
H 0.04 -0.08 -0.03
H -0.03 -0.03 0.11